Entry 1:
70
Properties=species:S:1:pos:R:3 method="wB97M-V/def2-TZVPD" spin_multiplicity=1 total_energy_ha=-1645.0479 gap_ha=0.11924 max_force_ev_per_a=2.2 e_above_lowest_ev=6.928 charge=0
C 1.256 4.463 2.831
N 0.976 3.056 2.658
C 1.961 2.170 2.329
O 3.138 2.456 2.097
C 1.324 0.789 2.273
C 1.862 -0.171 3.346
C 3.344 -0.442 3.179
C 4.240 -0.105 4.200
C 5.612 -0.261 3.993
C 6.082 -0.810 2.795
C 5.179 -1.179 1.790
C 3.807 -0.998 1.985
N -0.100 1.095 2.454
C -1.002 0.095 2.412
C -2.363 0.277 2.594
C -3.346 -0.711 2.568
C -4.744 -0.400 2.736
C -5.731 -1.425 2.711
C -7.079 -1.131 2.893
C -7.491 0.194 3.105
C -6.544 1.227 3.124
C -5.195 0.941 2.934
C -0.375 2.517 2.711
C -0.985 2.804 4.090
C -1.251 3.203 1.655
H 2.337 4.614 2.767
H 0.760 5.062 2.055
H 0.896 4.807 3.809
H 1.499 0.344 1.275
H 1.666 0.269 4.339
H 1.294 -1.118 3.278
H 3.842 0.312 5.128
H 6.306 0.050 4.773
H 7.152 -0.948 2.640
H 5.529 -1.603 0.850
H 3.081 -1.260 1.209
H -0.576 -0.888 2.212
H -2.667 1.304 2.784
H -3.078 -1.760 2.430
H -5.391 -2.451 2.552
H -7.811 -1.940 2.864
H -8.542 0.428 3.250
H -6.841 2.266 3.280
H -4.479 1.767 2.939
H -0.313 2.466 4.890
H -1.139 3.887 4.183
H -1.952 2.309 4.202
H -0.767 3.167 0.671
H -2.232 2.731 1.590
H -1.392 4.253 1.946
C -1.363 -4.050 1.844
C -2.787 -4.186 2.259
C -3.033 -4.142 3.645
N -3.207 -4.088 4.806
C -3.717 -4.922 1.458
C -3.480 -5.246 0.076
C -4.434 -5.889 -0.690
C -5.640 -6.306 -0.089
N -6.683 -6.838 -0.897
O -7.767 -7.157 -0.355
O -6.500 -6.949 -2.131
C -5.870 -6.104 1.286
C -4.922 -5.441 2.042
H -1.198 -4.234 0.785
H -0.940 -3.064 2.093
H -0.778 -4.787 2.432
H -2.521 -5.019 -0.386
H -4.277 -6.102 -1.746
H -6.787 -6.490 1.729
H -5.089 -5.377 3.120

***

Entry 2:
72
Properties=species:S:1:pos:R:3 method="wB97M-V/def2-TZVPD" spin_multiplicity=2 total_energy_ha=-2334.5057 gap_ha="0.28001 / 0.23831" max_force_ev_per_a=0.7 e_above_lowest_ev=0.000 charge=+2
Pt -1.771 -0.348 1.066
C -2.730 -2.351 4.709
C -2.100 -1.693 3.535
N -2.764 -1.037 2.645
N -4.099 -0.823 2.746
C -4.405 0.391 2.338
N -5.676 0.781 2.396
S -3.213 1.572 1.804
C -0.643 -1.571 3.361
C 0.290 -2.058 4.254
C 1.625 -1.709 4.093
C 1.990 -0.875 3.051
C 1.017 -0.435 2.172
N -0.260 -0.789 2.316
H -3.779 -2.542 4.507
H -2.663 -1.703 5.587
H -2.226 -3.289 4.939
H -6.365 0.167 2.800
H -5.957 1.688 2.069
H -0.026 -2.679 5.079
H 2.367 -2.074 4.790
H 3.013 -0.559 2.911
H 1.249 0.220 1.344
C 4.953 4.152 0.565
C 3.896 3.244 0.009
C 2.573 3.344 0.433
C 1.556 2.546 -0.074
C 0.157 2.802 0.426
C 1.919 1.586 -1.036
Te 0.585 0.241 -1.956
N -1.023 0.267 -0.780
C -2.236 0.193 -1.350
O -3.111 -0.242 -0.545
C -2.593 0.560 -2.726
C -2.087 1.722 -3.308
C -2.464 2.066 -4.595
C -3.336 1.248 -5.300
C -3.849 0.095 -4.717
C -3.492 -0.245 -3.424
C 1.306 -1.560 -1.150
C 2.495 -1.596 -0.427
C 2.935 -2.795 0.104
C 2.179 -3.945 -0.086
C 1.002 -3.896 -0.813
C 0.540 -2.707 -1.376
C -0.741 -2.733 -2.168
C 3.224 1.502 -1.538
C 3.637 0.584 -2.664
C 4.196 2.327 -0.987
H 4.703 4.483 1.572
H 5.048 5.042 -0.061
H 5.924 3.661 0.588
H 2.316 4.092 1.173
H 0.117 3.785 0.891
H -0.151 2.074 1.178
H -0.586 2.787 -0.370
H -1.438 2.386 -2.745
H -2.091 2.977 -5.042
H -3.629 1.518 -6.306
H -4.537 -0.532 -5.269
H -3.901 -1.128 -2.951
H 3.075 -0.693 -0.274
H 3.865 -2.835 0.656
H 2.518 -4.889 0.320
H 0.432 -4.804 -0.974
H -0.805 -3.653 -2.747
H -0.840 -1.911 -2.881
H -1.607 -2.702 -1.503
H 2.814 0.046 -3.143
H 4.350 -0.170 -2.329
H 4.118 1.167 -3.450
H 5.210 2.259 -1.366

***

Entry 3:
75
Properties=species:S:1:pos:R:3 method="wB97M-V/def2-TZVPD" spin_multiplicity=1 total_energy_ha=-1929.4296 gap_ha=0.22697 max_force_ev_per_a=0.4 e_above_lowest_ev=1.302 charge=-1
Rb -0.271 -0.367 0.715
C -3.333 1.218 -6.389
C -2.478 1.341 -5.154
C -1.481 0.461 -4.883
C -0.687 0.590 -3.699
C 0.571 0.084 -3.451
N 1.311 -0.801 -4.128
C 0.844 -2.074 -4.682
C 0.796 -3.180 -3.624
C 2.152 -3.548 -3.012
N 2.662 -2.469 -2.169
C 3.887 -2.028 -2.185
C 4.386 -0.920 -1.480
C 5.773 -0.624 -1.571
C 6.334 0.405 -0.883
C 7.807 0.719 -0.948
C 5.479 1.176 -0.048
C 4.132 0.979 0.048
C 3.352 1.809 1.020
N 2.414 2.625 0.810
C 1.914 2.873 -0.536
C 0.710 3.802 -0.466
C 0.219 4.216 -1.857
N -1.180 4.614 -1.825
C -2.082 3.912 -2.370
C -1.951 2.645 -3.141
C -2.662 2.462 -4.280
C -1.092 1.559 -2.677
O -0.701 1.476 -1.510
C 3.498 -0.099 -0.686
O 2.266 -0.324 -0.634
H -3.023 0.373 -7.002
H -3.271 2.122 -6.999
H -4.383 1.070 -6.125
H -1.265 -0.316 -5.604
H 1.081 0.533 -2.602
H 2.242 -0.865 -3.756
H 1.527 -2.358 -5.487
H -0.139 -1.935 -5.121
H 0.386 -4.081 -4.086
H 0.133 -2.908 -2.795
H 2.898 -3.757 -3.784
H 1.997 -4.416 -2.372
H 2.027 -2.030 -1.492
H 4.575 -2.561 -2.840
H 6.393 -1.256 -2.202
H 8.318 0.060 -1.650
H 8.273 0.590 0.032
H 7.981 1.750 -1.261
H 5.924 1.968 0.550
H 3.664 1.710 2.063
H 1.599 1.929 -0.986
H 2.715 3.298 -1.157
H 0.957 4.686 0.124
H -0.090 3.272 0.046
H 0.424 3.419 -2.580
H 0.785 5.096 -2.177
H -3.096 4.319 -2.333
H -3.377 3.226 -4.576
O -0.323 -2.784 -0.609
C 0.457 -3.553 0.029
O 1.197 -4.432 -0.439
C 0.496 -3.321 1.531
C -0.611 -3.583 2.326
C -0.521 -3.357 3.687
C 0.658 -2.839 4.205
C 1.678 -2.543 3.321
N 1.626 -2.800 2.012
H -1.516 -3.967 1.873
H -1.367 -3.532 4.339
H 0.732 -2.576 5.249
H 2.600 -2.095 3.678
O -1.175 -0.596 5.633
C -1.291 -0.351 4.445
N -1.417 -0.121 3.291